This record from the Open Molecules 2025 dataset describes a molecular structure, CH9P5 at a distorted geometry. The level of theory is ωB97M-V/def2-TZVPD.

```
15
Properties=species:S:1:pos:R:3:lowdin_charge:R:1
C 0.229 -0.407 -0.267 -1.495
P 1.230 -2.013 -0.613 0.623
P 0.798 0.451 -1.940 0.651
P -1.637 -0.711 0.045 0.601
P -0.931 1.609 1.618 0.313
P 0.944 0.650 1.264 0.418
H 2.437 -1.466 -0.122 -0.133
H 1.308 -2.520 0.722 -0.124
H -0.254 0.028 -2.735 -0.139
H 0.158 1.625 -1.831 -0.162
H -1.745 -1.852 -0.714 -0.164
H -2.213 -0.094 -1.280 -0.053
H -1.363 0.613 2.591 -0.152
H -0.448 2.324 2.929 -0.093
H 1.488 1.763 0.334 -0.091
```

Values from the calculation:
**Energy above the lowest of the compared OMol25 structures with the same formula, charge and spin**: 30.8 kcal/mol
**Kohn-Sham gap**: 9.41 eV
**Highest occupied orbital energy**: -8.95 eV
**Net charge**: 0